DFT (ωB97M-V/def2-TZVPD) results for a molecular structure, C16H10BrF5Mn at a distorted geometry.

ORCA input file:
```
! RIJCOSX wB97M-V def2-TZVPD def2/J DEFGRID3
* xyz -1 5
H 1.83 -2.38 -0.84
H 4.02 1.38 -0.31
F -1.71 0.53 0.33
C -2.33 -2.87 0.03
C 2.04 -1.05 0.97
H 1.58 -1.63 1.76
C -2.18 2.72 1.04
C 2.80 0.16 1.14
C 2.22 -1.47 -0.38
C 0.55 3.26 1.06
H 2.95 0.72 2.06
H 3.48 -0.60 -2.05
C 3.09 -0.55 -1.04
C -1.01 -3.67 -1.70
C -1.22 1.77 0.62
C 3.41 0.50 -0.10
F -2.65 4.91 1.88
Mn 1.32 0.52 -0.43
C -1.75 3.97 1.48
H -2.17 -2.60 -3.31
H -0.19 -4.13 -2.26
H -2.78 -2.70 1.00
Br 0.70 0.12 -2.74
H -3.64 -1.56 -1.25
C -0.38 4.23 1.52
C -2.79 -2.24 -1.18
F 1.87 3.55 1.17
C 0.15 2.01 0.55
F -3.49 2.39 1.05
H -0.55 -4.21 0.43
C -1.22 -3.72 -0.28
F 0.05 5.40 2.04
C -1.99 -2.76 -2.25
*
```

The LUMO energy (spin up / spin down) comes out at 0.62 / 1.77 eV. As for the energy relative to the best compared isomer or geometry (same formula, charge and spin): 0.000 eV. The max |F| comes out at 3.07 eV/A.